This record from OMol25 describes a molecular structure, C52H64N2O2PtSSb2Si2 at a distorted geometry. The level of theory is ωB97M-V/def2-TZVPD.

**Energy relative to the best compared isomer or geometry (same formula, charge and spin)**: 234.5 kJ/mol
**HOMO-LUMO gap (spin up / spin down)**: 4.38 / 4.38 eV
**Highest occupied orbital energy (spin up / spin down)**: -12.34 / -12.34 eV

The geometry in ORCA input format:
```
! wB97M-V def2-TZVPD RIJCOSX def2/J DEFGRID3
* xyz 2 1
Pt 1.44 0.30 -0.26
C -4.03 0.87 -1.78
Sb -2.49 2.15 -1.05
C -2.47 3.71 -2.51
C -3.78 3.30 0.33
C -4.40 2.44 1.35
C -5.74 2.10 1.19
C -6.40 1.26 2.08
C -5.72 0.73 3.19
C -4.41 1.04 3.39
C -3.69 1.90 2.50
C -2.36 2.13 2.81
Sb -0.44 0.20 1.81
C -1.97 -1.21 2.27
C 0.42 0.83 3.67
H -4.71 1.47 -2.38
H -4.56 0.46 -0.92
H -3.62 0.06 -2.38
H -3.51 3.90 -2.81
H -1.87 3.42 -3.36
H -2.05 4.60 -2.06
H -4.53 3.73 -0.34
H -3.15 4.09 0.73
H -6.29 2.52 0.36
H -7.44 1.03 1.93
H -6.24 0.08 3.88
H -3.89 0.64 4.25
H -2.03 1.82 3.80
H -1.83 2.98 2.39
H -1.94 -1.40 3.34
H -1.72 -2.11 1.72
H -2.95 -0.84 1.98
H -0.11 0.33 4.48
H 0.34 1.91 3.78
H 1.46 0.52 3.66
O -0.33 0.28 -2.32
S -0.15 -0.42 -3.66
C 1.10 0.54 -4.58
C 0.78 2.00 -4.69
C 0.29 2.54 -5.88
C 0.02 3.90 -5.99
C 0.24 4.73 -4.90
C 0.73 4.21 -3.71
C 1.00 2.85 -3.61
C -1.55 0.03 -4.71
C -2.69 -0.96 -4.64
C -3.99 -0.48 -4.72
C -5.07 -1.35 -4.68
C -4.86 -2.72 -4.56
C -3.56 -3.21 -4.50
C -2.48 -2.34 -4.55
H 1.16 0.04 -5.55
H 2.02 0.37 -4.03
H 0.14 1.90 -6.75
H -0.34 4.30 -6.92
H 0.04 5.79 -4.99
H 0.92 4.86 -2.87
H 1.37 2.43 -2.68
H -1.15 0.10 -5.72
H -1.87 1.02 -4.40
H -4.16 0.59 -4.82
H -6.08 -0.96 -4.75
H -5.70 -3.40 -4.53
H -3.39 -4.27 -4.42
H -1.48 -2.74 -4.54
C 4.41 -1.77 -0.01
Si 3.28 -0.89 -1.19
C 4.40 0.29 -2.14
C 2.62 -2.18 -2.38
H 5.29 -2.04 -0.61
H 3.97 -2.68 0.38
H 4.75 -1.16 0.82
H 4.98 -0.34 -2.82
H 5.11 0.77 -1.47
H 3.90 1.05 -2.73
H 3.14 -3.11 -2.14
H 2.85 -1.91 -3.42
H 1.55 -2.37 -2.31
N 3.05 6.39 -0.07
C 2.72 5.08 -0.06
C 3.66 4.09 -0.40
C 3.29 2.77 -0.38
N 2.05 2.35 -0.07
C 1.15 3.29 0.26
C 1.43 4.64 0.28
H 3.98 6.69 -0.27
H 2.38 7.09 0.20
H 4.67 4.35 -0.66
H 4.00 2.00 -0.63
H 0.16 2.94 0.53
H 0.67 5.34 0.57
O 0.84 -1.35 1.64
Si 1.47 -2.47 2.71
C 1.60 -4.09 1.78
C 0.96 -4.26 0.56
C 1.02 -5.47 -0.12
C 1.75 -6.52 0.41
C 2.41 -6.37 1.62
C 2.33 -5.16 2.31
C 0.31 -2.76 4.14
C -0.71 -3.72 4.05
C -1.60 -3.92 5.09
C -1.49 -3.17 6.25
C -0.48 -2.22 6.37
C 0.41 -2.02 5.32
C 3.08 -1.82 3.39
C 3.75 -2.50 4.42
C 4.95 -2.03 4.93
C 5.50 -0.85 4.43
C 4.85 -0.15 3.42
C 3.66 -0.64 2.91
H 0.39 -3.43 0.14
H 0.51 -5.59 -1.07
H 1.80 -7.47 -0.12
H 2.97 -7.19 2.04
H 2.84 -5.06 3.25
H -0.79 -4.32 3.15
H -2.38 -4.66 5.00
H -2.18 -3.33 7.07
H -0.39 -1.64 7.28
H 1.22 -1.30 5.44
H 3.32 -3.40 4.83
H 5.45 -2.57 5.72
H 6.44 -0.49 4.83
H 5.28 0.76 3.04
H 3.17 -0.10 2.10
*
```

Mulliken population analysis, charges in e, atoms 1 to 8:
1. Pt 3.560
2. C -1.184
3. Sb 0.632
4. C -1.267
5. C -1.646
6. C 0.665
7. C -0.788
8. C -0.490